1.
This record from OMol25 describes a molecular structure, C7H21CrMnN6O17S. The level of theory is the ωB97M-V functional and the def2-TZVPD basis.

Last column: Löwdin charge in e.
Cartesian coordinates (Å):
Mn -0.46 2.02 2.52  1.146
Cr 1.17 -1.53 2.29  1.056
C 0.63 0.68 0.06  -0.262
O 0.34 0.43 1.40  -0.446
H 1.58 1.13 -0.25  0.085
H 0.70 -0.25 -0.52  0.045
H -0.17 1.33 -0.32  0.056
S 1.81 0.71 4.62  0.283
O 3.12 1.26 4.92  -0.299
O 1.32 0.40 5.96  -0.337
O 0.89 1.68 3.97  -0.434
O 1.88 -0.52 3.81  -0.432
C 4.70 -2.74 -0.22  0.111
N 3.33 -2.20 0.07  -0.395
O 3.14 -1.57 1.11  0.010
O 2.45 -2.47 -0.71  0.098
H 5.37 -2.45 0.58  0.112
H 4.98 -2.34 -1.19  0.118
H 4.46 -3.80 -0.17  0.120
C -2.69 -1.34 4.84  0.103
N -1.48 -0.99 4.05  -0.354
O -1.49 0.12 3.57  0.028
O -0.61 -1.83 3.91  0.047
H -2.32 -2.07 5.55  0.119
H -3.39 -1.85 4.18  0.120
H -3.06 -0.41 5.25  0.117
C -3.48 2.48 -0.61  0.112
N -2.89 1.61 0.44  -0.370
O -2.32 2.13 1.42  -0.051
O -2.95 0.42 0.33  0.139
H -2.66 3.02 -1.08  0.107
H -4.20 3.05 -0.02  0.121
H -4.06 1.81 -1.24  0.115
C 0.77 -0.61 -4.22  0.054
N 1.15 -2.03 -4.00  -0.451
O 0.27 -2.87 -3.99  0.065
O 2.34 -2.29 -4.00  0.060
H 1.36 -0.17 -5.01  0.107
H 0.82 -0.25 -3.19  0.083
H -0.27 -0.62 -4.56  0.100
C 1.30 3.63 -2.42  0.035
N 0.32 4.19 -3.37  -0.438
O -0.77 4.42 -2.89  0.056
O 0.63 4.22 -4.55  0.088
H 1.94 4.36 -1.93  0.108
H 2.00 2.95 -2.90  0.096
H 0.72 3.06 -1.70  0.060
C -1.71 -2.05 -1.12  0.040
N -3.10 -1.89 -1.67  -0.441
O -4.06 -1.95 -0.93  0.062
O -3.21 -1.89 -2.88  0.070
H -1.18 -1.14 -1.40  0.071
H -1.23 -2.80 -1.75  0.094
H -1.73 -2.24 -0.06  0.092

Properties
- Molar mass: 600.27 u
- Frontier orbital gap (spin up / spin down): 5.71 / 5.68 eV
- Charge: +1
- LUMO (spin up / spin down): -0.1699 / -0.1708 Eh
- Relative energy (zero: lowest compared OMol25 entry of this formula, charge and spin): 270.7 kJ/mol
- Highest occupied orbital energy (spin up / spin down): -10.33 / -10.33 eV
- Spin multiplicity: 10

2.
This record from OMol25 describes a single C3H7N3O molecule. The level of theory is the ωB97M-V functional and the def2-TZVPD basis.

Last column: Löwdin charge in e.
Cartesian coordinates (Å):
C -1.99 -0.79 -1.89  -0.128
N -0.54 -0.76 -1.22  -0.018
C -0.08 0.40 -0.41  -0.464
O -0.39 1.51 -0.74  0.117
N 0.70 0.10 0.67  0.106
C 1.13 1.10 1.55  -0.253
N 1.84 0.80 2.55  0.099
H -2.15 0.28 -2.08  -0.030
H -2.64 -1.03 -1.03  -0.039
H 0.05 -0.81 -2.05  0.140
H -0.42 -1.65 -0.73  0.135
H 1.02 -0.84 0.90  0.150
H 0.79 2.09 1.24  0.133
H 2.06 1.64 3.09  0.052

Properties
- Molar mass: 101.11 u
- Frontier orbital gap: 7.31 eV
- Charge: 0
- LUMO: 0.0094 Eh
- Relative energy (zero: lowest compared OMol25 entry of this formula, charge and spin): 369.6 kJ/mol
- Highest occupied orbital energy: -7.05 eV
- Spin multiplicity: 1

3.
This record from OMol25 describes 2 unconnected molecules or ions with the total composition C4H13N4. The level of theory is the ωB97M-V functional and the def2-TZVPD basis.

Last column: Löwdin charge in e.
Cartesian coordinates (Å):
C -2.54 -0.18 -0.25  -0.497
C 1.44 0.74 -0.66  -0.063
C 3.63 0.25 0.41  -0.079
C 2.34 0.92 0.35  -0.070
N -3.18 -1.18 0.41  0.182
N -3.31 0.72 -1.00  0.154
N -1.27 -0.09 -0.47  -0.020
N -0.38 -0.99 0.22  -0.017
H 1.91 0.34 -1.58  0.128
H 0.73 -0.20 -0.31  0.098
H 0.63 1.41 -0.83  0.087
H 4.11 -0.42 -0.30  0.081
H 3.52 -0.50 1.32  0.147
H 4.48 0.98 0.64  0.132
H 2.31 1.27 1.34  0.114
H -4.17 -1.09 0.42  0.101
H -4.01 1.13 -0.52  0.050
H -2.68 1.37 -1.47  0.110
H -0.54 -1.04 1.22  0.106
H -2.65 -1.44 1.20  0.086
H -0.37 -2.02 -0.14  0.171

Properties
- Molar mass: 117.18 u
- Frontier orbital gap: 8.52 eV
- Charge: +1
- LUMO: -0.1656 Eh
- Relative energy (zero: lowest compared OMol25 entry of this formula, charge and spin): 450.2 kJ/mol
- Highest occupied orbital energy: -13.02 eV
- Spin multiplicity: 1